The following is a DFT calculation (ωB97M-V with the def2-TZVPD basis set) of a molecular structure, C4H14CoO14P4.

Values from the calculation:
Expectation value of S²: 0.76
Maximum force (eV/A): 0.98
Multiplicity: 2
Charge: 0
Highest occupied orbital energy (spin up / spin down) (hartree): -0.37534 / -0.37094
HOMO-LUMO gap (spin up / spin down) (eV): 9.38 / 10.06

Last column: Mulliken spin population.
Element x y z (Å)
Co 0.000 -0.277 -0.277  0.9183
C 1.653 1.319 -3.479  -0.0003
C 2.167 1.882 -2.154  0.0038
O 3.211 2.824 -2.307  -0.0001
P 2.815 0.529 -1.134  0.0007
O 4.122 0.030 -1.861  -0.0007
O 3.334 1.078 0.246  -0.0001
O 1.831 -0.604 -1.004  -0.0002
P 0.741 2.661 -1.250  0.0048
O 1.461 3.091 0.160  -0.0002
O 0.271 3.852 -1.971  0.0013
O -0.228 1.548 -0.891  0.0307
H 2.476 0.907 -4.062  -0.0001
H 1.168 2.113 -4.046  0.0001
H 0.920 0.536 -3.283  0.0009
H 2.839 3.605 -2.738  -0.0001
H 4.559 -0.692 -1.383  -0.0001
H 2.760 1.768 0.639  0.0001
H 1.316 4.035 0.314  0.0004
C -1.653 -3.479 1.319  -0.0003
C -2.167 -2.154 1.882  0.0039
O -3.211 -2.307 2.824  -0.0001
P -2.815 -1.134 0.529  0.0006
O -4.122 -1.861 0.030  -0.0007
O -3.334 0.246 1.078  -0.0001
O -1.831 -1.004 -0.604  -0.0002
P -0.741 -1.250 2.661  0.0048
O -1.461 0.160 3.091  -0.0002
O -0.271 -1.971 3.852  0.0013
O 0.228 -0.891 1.548  0.0307
H -2.476 -4.062 0.907  -0.0001
H -1.168 -4.046 2.113  0.0001
H -0.920 -3.283 0.536  0.0009
H -2.839 -2.738 3.605  -0.0001
H -4.559 -1.383 -0.692  -0.0001
H -2.760 0.639 1.768  0.0001
H -1.316 0.314 4.035  0.0004